[1]
Below is a structure of composition C24H59N7NbO7 at a distorted geometry, with properties calculated with ωB97M-V/def2-TZVPD.

Geometry as ORCA input:
```
! RIJCOSX wB97M-V def2-TZVPD def2/J DEFGRID3
* xyz -1 1
C -2.23044 -0.60778 1.12407
C -0.89322 -0.64231 0.40376
O -0.64435 0.15264 -0.52106
N 0.03580 -1.55837 0.81413
C -0.22540 -2.69106 1.69533
C -0.34520 -2.48302 3.21429
C 0.49107 -1.34733 3.82122
C 1.93302 -1.70044 4.26356
Nb 3.56453 -1.01578 2.87205
H -2.74471 0.32740 0.83222
H -2.88526 -1.45799 0.86345
H -2.10328 -0.63861 2.21433
H 0.97232 -1.16470 0.94926
H 0.59856 -3.39414 1.46987
H -1.15011 -3.17532 1.34065
H -0.03772 -3.43860 3.69601
H -1.40529 -2.34139 3.47430
H -0.07067 -0.96280 4.69779
H 0.49929 -0.51423 3.09262
H 2.10111 -1.32073 5.28774
H 2.06568 -2.80787 4.31217
H 2.50096 0.38875 2.27467
H 4.31324 -0.14766 4.34068
H 4.61626 -2.53927 2.76324
H 2.93868 -1.65954 1.22289
H 4.91557 0.03514 2.17422
C -3.11540 -0.62083 5.38056
O -3.50805 -1.18844 4.37336
N -2.57586 0.61222 5.40547
C -2.12843 1.21977 6.63383
C -2.39728 1.33936 4.15355
H -3.15025 -1.09237 6.37695
H -2.65374 2.15607 6.83589
H -1.05724 1.43072 6.60832
H -2.32244 0.53197 7.45702
H -3.35027 1.49754 3.64936
H -1.74071 0.80590 3.47457
H -1.93928 2.29995 4.36811
C -1.71973 3.05229 0.92043
O -1.68852 3.21178 2.13189
N -1.80523 4.08319 0.05634
C -1.86319 3.92259 -1.38215
C -1.83876 5.42134 0.61246
H -1.67963 2.05948 0.44568
H -1.03443 4.42711 -1.88360
H -2.79501 4.31537 -1.78913
H -1.80479 2.85881 -1.61412
H -0.94163 5.63236 1.19562
H -2.69428 5.55615 1.27615
H -1.90813 6.12970 -0.21097
C 1.71757 1.35115 -4.61957
O 2.33856 1.75418 -5.59098
N 1.46250 0.05672 -4.36829
C 0.68305 -0.37745 -3.22424
C 1.98135 -0.92790 -5.30013
H 1.30462 2.02880 -3.85489
H 1.26302 -1.02146 -2.56294
H -0.20285 -0.93347 -3.54342
H 0.36025 0.47555 -2.63581
H 3.07012 -0.89018 -5.34897
H 1.59475 -0.75863 -6.30291
H 1.66451 -1.91540 -4.97525
C 0.36819 -2.78218 -8.90026
O 0.46946 -2.72071 -7.69209
N 0.41991 -1.70234 -9.70899
C 0.29332 -1.80551 -11.14197
C 0.61531 -0.39813 -9.09431
H 0.22714 -3.72956 -9.44653
H 1.18429 -1.43713 -11.65519
H -0.56663 -1.24447 -11.51474
H 0.15697 -2.85351 -11.40596
H 1.55227 -0.35256 -8.54041
H -0.18761 -0.16624 -8.39416
H 0.63109 0.35131 -9.88262
C -4.00931 2.40998 -4.00806
O -3.60801 3.55792 -4.07200
N -3.28006 1.35082 -4.39926
C -3.74900 -0.00989 -4.28392
C -1.96179 1.61428 -4.94444
H -4.99961 2.13797 -3.60772
H -3.10032 -0.60191 -3.63563
H -3.80051 -0.50312 -5.25722
H -4.74795 0.00091 -3.84941
H -1.33173 2.12398 -4.21810
H -2.02184 2.24900 -5.82894
H -1.50397 0.66590 -5.20914
C 3.76722 -2.62260 7.11610
O 4.32340 -2.87528 6.07325
N 4.16441 -1.61644 7.93153
C 3.49135 -1.30012 9.16053
C 5.30511 -0.82945 7.48722
H 2.86990 -3.15251 7.48175
H 3.08084 -0.28663 9.15510
H 4.15142 -1.38711 10.02861
H 2.66439 -1.99817 9.29286
H 5.11090 -0.38013 6.51212
H 6.19428 -1.45227 7.38240
H 5.49156 -0.05306 8.22798
*
```

Löwdin atomic charges, in units of e:
1. C 0.004
2. C -0.486
3. O -0.017
4. N 0.043
5. C -0.208
6. C -0.208
7. C -0.327
8. C -0.410
9. Nb 0.784
10. H 0.077
11. H 0.094
12. H 0.043
13. H 0.039
14. H 0.112
15. H 0.112
16. H 0.109
17. H 0.076
18. H 0.086
19. H 0.046
20. H 0.002
21. H 0.038
22. H -0.134
23. H -0.162
24. H -0.160
25. H -0.169
26. H -0.196
27. C -0.355
28. O -0.005
29. N -0.185
30. C -0.068
31. C -0.048
32. H 0.129
33. H 0.086
34. H 0.092
35. H 0.077
36. H 0.098
37. H 0.062
38. H 0.079
39. C -0.310
40. O -0.001
41. N -0.185
42. C -0.054
43. C -0.053
44. H 0.101
45. H 0.093
46. H 0.075
47. H 0.079
48. H 0.090
49. H 0.087
50. H 0.082
51. C -0.367
52. O -0.012
53. N -0.183
54. C -0.064
55. C -0.040
56. H 0.130
57. H 0.097
58. H 0.081
59. H 0.058
60. H 0.095
61. H 0.053
62. H 0.088
63. C -0.348
64. O 0.017
65. N -0.197
66. C -0.070
67. C -0.036
68. H 0.130
69. H 0.088
70. H 0.087
71. H 0.079
72. H 0.088
73. H 0.092
74. H 0.086
75. C -0.353
76. O -0.002
77. N -0.187
78. C -0.055
79. C -0.035
80. H 0.133
81. H 0.088
82. H 0.088
83. H 0.081
84. H 0.080
85. H 0.096
86. H 0.081
87. C -0.371
88. O -0.015
89. N -0.198
90. C -0.081
91. C -0.048
92. H 0.132
93. H 0.086
94. H 0.082
95. H 0.077
96. H 0.045
97. H 0.089
98. H 0.080

[2]
Below is a cluster of 6 separate species, C24H60Br2N5O5S in total at a distorted geometry, with properties calculated with ωB97M-V/def2-TZVPD.

Geometry as ORCA input:
```
! RIJCOSX wB97M-V def2-TZVPD def2/J DEFGRID3
* xyz -1 1
C 0.95708 1.59292 2.69536
C 1.03320 1.59859 1.03153
Br -0.34129 2.61652 -0.08005
C 2.14710 0.86064 0.31627
Br 3.52490 -0.16824 1.41335
C 2.24650 0.92008 -1.34510
S 3.43769 2.37983 -1.64647
H 1.10893 0.51982 3.16038
H -0.02902 2.11576 3.09723
H 1.84554 2.30545 3.04990
H 2.75278 -0.04833 -1.76676
H 3.71052 3.03986 -0.41660
C 3.58327 -5.90816 -0.60165
C 3.66465 -4.40606 -0.33673
C 2.63360 -3.58214 -1.14055
O 2.97978 -3.38918 -2.51499
C 2.62657 -4.46910 -3.36518
N 5.03899 -3.95024 -0.59134
H 4.00298 -6.18853 -1.57238
H 4.14624 -6.46048 0.15910
H 2.54621 -6.25611 -0.56439
H 3.44805 -4.25637 0.72885
H 2.59572 -2.57615 -0.70407
H 1.62312 -3.99676 -1.04644
H 1.69314 -4.95039 -3.05731
H 3.43875 -5.19788 -3.40060
H 2.49411 -4.07552 -4.37674
H 5.10924 -2.96567 -0.33099
H 5.17205 -3.93943 -1.60669
C -0.18439 -1.42323 -8.28308
C 0.69904 -2.21527 -7.32114
C 0.48710 -3.74358 -7.40692
O -0.69611 -4.20963 -6.75195
C -1.87706 -4.10536 -7.53187
N 0.48578 -1.71482 -5.95532
H -1.22676 -1.37338 -7.95440
H 0.17224 -0.39038 -8.36551
H -0.16276 -1.86242 -9.28538
H 1.74065 -2.01043 -7.60020
H 1.32141 -4.22700 -6.88328
H 0.52633 -4.09956 -8.44306
H -1.68772 -4.28024 -8.59550
H -2.33895 -3.12755 -7.38164
H -2.58474 -4.86059 -7.17902
H 1.13954 -2.18706 -5.32947
H -0.42941 -2.05531 -5.64669
C 7.43578 3.44961 3.59997
C 6.16974 4.05996 4.19807
C 5.50711 3.17154 5.27494
O 4.76343 2.06841 4.74937
C 5.54844 0.92795 4.43808
N 5.23446 4.38061 3.11004
H 7.22203 2.63346 2.90335
H 7.99602 4.20662 3.03978
H 8.09320 3.06473 4.38587
H 6.46480 5.00006 4.68174
H 4.77604 3.78757 5.81347
H 6.23388 2.83238 6.02235
H 6.38073 0.79497 5.13618
H 5.91695 0.99655 3.41265
H 4.90457 0.04613 4.49740
H 4.42816 4.86573 3.50582
H 4.84146 3.49558 2.77683
C -4.24465 -0.76935 1.64786
C -3.56568 0.21391 0.69638
C -4.55543 0.96486 -0.22258
O -5.03986 0.18855 -1.32205
C -6.13491 -0.65651 -1.00497
N -2.54278 -0.50206 -0.07980
H -4.58375 -1.67886 1.14301
H -3.54762 -1.08313 2.43299
H -5.10831 -0.30750 2.13647
H -3.05901 0.96337 1.31796
H -4.01855 1.80868 -0.67392
H -5.38646 1.39773 0.34651
H -6.80367 -0.20741 -0.26416
H -5.77080 -1.62420 -0.65423
H -6.70448 -0.83251 -1.92165
H -2.03435 0.17433 -0.65085
H -3.03330 -1.07762 -0.77036
C -4.74310 2.38274 4.18959
C -5.09025 3.43816 3.14140
C -5.76010 4.69816 3.73446
O -7.14147 4.52808 4.06470
C -7.37175 3.93409 5.33274
N -5.92453 2.82054 2.10029
H -5.62236 1.83912 4.54798
H -4.05907 1.63755 3.76823
H -4.24712 2.83741 5.05286
H -4.14601 3.75318 2.67887
H -5.73682 5.48209 2.96707
H -5.19867 5.08917 4.59105
H -6.62437 4.23559 6.07318
H -7.39778 2.84682 5.23687
H -8.35549 4.25638 5.68500
H -6.08195 3.50554 1.35995
H -6.85689 2.68233 2.50072
*
```

Löwdin atomic charges, in units of e:
1. C -0.192
2. C -0.649
3. Br 0.512
4. C -0.736
5. Br 0.470
6. C -0.618
7. S 0.396
8. H 0.062
9. H 0.061
10. H 0.071
11. H -0.020
12. H -0.170
13. C -0.083
14. C -0.429
15. C -0.188
16. O -0.190
17. C -0.110
18. N 0.035
19. H 0.060
20. H 0.071
21. H 0.074
22. H 0.135
23. H 0.101
24. H 0.119
25. H 0.092
26. H 0.070
27. H 0.068
28. H 0.065
29. H 0.069
30. C -0.078
31. C -0.430
32. C -0.202
33. O -0.195
34. C -0.112
35. N 0.052
36. H 0.064
37. H 0.078
38. H 0.073
39. H 0.135
40. H 0.113
41. H 0.113
42. H 0.087
43. H 0.074
44. H 0.085
45. H 0.066
46. H 0.076
47. C -0.077
48. C -0.435
49. C -0.205
50. O -0.201
51. C -0.130
52. N 0.041
53. H 0.069
54. H 0.074
55. H 0.073
56. H 0.129
57. H 0.117
58. H 0.112
59. H 0.085
60. H 0.058
61. H 0.076
62. H 0.071
63. H 0.073
64. C -0.081
65. C -0.436
66. C -0.200
67. O -0.197
68. C -0.117
69. N 0.045
70. H 0.059
71. H 0.074
72. H 0.064
73. H 0.116
74. H 0.119
75. H 0.076
76. H 0.087
77. H 0.070
78. H 0.081
79. H 0.037
80. H 0.068
81. C -0.064
82. C -0.415
83. C -0.196
84. O -0.197
85. C -0.112
86. N 0.042
87. H 0.065
88. H 0.069
89. H 0.080
90. H 0.141
91. H 0.121
92. H 0.117
93. H 0.089
94. H 0.072
95. H 0.085
96. H 0.086
97. H 0.080

Number 1: energy -1916.61168 a.u., frontier orbital gap 6.447 eV, HOMO level -4.6 eV. Number 2: energy -7146.38006 a.u., frontier orbital gap 4.768 eV, HOMO level -2.6 eV.